# 1
{"formula": "C3H9O2P", "method": "wB97M-V/def2-TZVPD", "e_above_lowest_ev": 1.5553, "lumo_energy_ev": [0.698, -2.127], "total_charge": 0, "gap_ev": [5.72, 7.60], "homo_ev": [-5.0, -9.7], "multiplicity": 3, "species": ["C", "C", "C", "O", "O", "P", "H", "H", "H", "H", "H", "H", "H", "H", "H"], "coordinates": [[1.85, 1.22, 0.60], [1.29, -1.08, -0.03], [2.22, -0.22, 0.20], [-2.74, 1.33, 0.06], [-4.64, -0.57, 0.21], [-3.02, -0.36, 0.06], [1.77, 1.78, -0.38], [0.78, 1.24, 0.98], [2.55, 1.61, 1.35], [0.25, -0.72, -0.07], [-5.09, -0.10, -0.50], [1.42, -2.08, -0.25], [3.20, -0.43, 0.07], [-2.05, 1.40, 0.74], [-3.04, -0.46, -1.39]], "mulliken_charge": [-0.739, -0.852, -0.023, -0.501, -0.448, 0.266, 0.234, 0.157, 0.307, 0.069, 0.323, 0.377, 0.494, 0.339, -0.003]}

# 2
{"formula": "C4H8N4", "method": "wB97M-V/def2-TZVPD", "e_above_lowest_ev": 2.2011, "lumo_energy_ev": 0.749, "total_charge": 0, "gap_ev": 9.98, "smiles": "[H]/N=C(/C=N/[H])N(C)/C=N/[H]", "homo_ev": -9.2, "multiplicity": 1, "species": ["C", "N", "C", "C", "C", "N", "N", "N", "H", "H", "H", "H", "H", "H", "H", "H"], "coordinates": [[0.07, -1.51, -0.06], [0.38, -0.09, -0.25], [-0.45, 0.94, 0.05], [1.90, 0.15, -0.20], [-2.10, 0.67, 0.01], [-0.23, 2.20, 0.12], [2.75, -0.63, 0.36], [-2.68, -0.46, 0.18], [0.75, 2.44, 0.04], [3.71, -0.31, 0.24], [-3.70, -0.35, 0.28], [2.22, 1.09, -0.67], [-2.67, 1.61, -0.02], [0.53, -1.88, 0.87], [-0.98, -1.78, -0.04], [0.49, -2.08, -0.89]], "mulliken_charge": [-0.824, 0.012, 0.492, -0.200, -0.053, -0.685, -0.547, -0.538, 0.201, 0.261, 0.251, 0.328, 0.378, 0.299, 0.356, 0.269]}

# 3
{"formula": "C4H11Br2N2O2P", "method": "wB97M-V/def2-TZVPD", "lumo_energy_ev": 0.506, "total_charge": 0, "gap_ev": 10.78, "smiles": "O=P(O)(NCCBr)NCCBr", "homo_ev": -10.3, "multiplicity": 1, "species": ["O", "Br", "Br", "O", "N", "N", "C", "C", "C", "C", "P", "H", "H", "H", "H", "H", "H", "H", "H", "H", "H", "H"], "coordinates": [[0.83, -2.57, 0.87], [2.37, 3.37, -1.39], [-4.74, 0.15, -0.11], [-0.10, -0.58, 2.17], [1.81, -0.29, 0.51], [-0.74, -1.03, -0.35], [2.82, 1.66, -0.54], [-2.98, -0.36, -0.97], [1.51, 1.00, -0.14], [-1.99, -0.45, 0.16], [0.43, -1.17, 0.84], [0.66, -0.74, 2.71], [2.32, -0.91, -0.10], [-0.88, -1.99, -0.61], [3.44, 1.88, 0.32], [3.41, 1.04, -1.19], [-2.69, 0.34, -1.77], [-3.14, -1.35, -1.45], [0.94, 1.66, 0.55], [0.85, 0.85, -1.01], [-2.38, -1.08, 0.98], [-1.77, 0.57, 0.53]], "mulliken_charge": [-0.735, -0.184, -0.194, -0.471, -0.356, -0.354, -0.599, -0.548, -0.545, -0.720, 0.593, 0.347, 0.319, 0.363, 0.408, 0.405, 0.394, 0.357, 0.301, 0.392, 0.456, 0.371]}

# 4
{"formula": "C3H3BrO2", "method": "wB97M-V/def2-TZVPD", "e_above_lowest_ev": 1.0189, "lumo_energy_ev": 0.055, "total_charge": 0, "gap_ev": 10.41, "smiles": "O=CC(Br)C=O", "homo_ev": -10.4, "multiplicity": 1, "species": ["C", "C", "C", "O", "O", "Br", "H", "H", "H"], "coordinates": [[-0.47, -1.31, 0.15], [-0.17, 1.36, 0.25], [0.22, -0.12, -0.46], [-1.64, -1.53, 0.24], [-0.70, 2.31, -0.26], [2.09, -0.06, -0.19], [0.21, -2.10, 0.64], [0.33, 1.45, 1.13], [0.12, 0.01, -1.51]], "mulliken_charge": [0.049, -0.062, -0.103, -0.413, -0.420, -0.063, 0.269, 0.402, 0.340]}

# 5
{"formula": "C5H12N2O2", "method": "wB97M-V/def2-TZVPD", "e_above_lowest_ev": 2.6335, "lumo_energy_ev": 0.895, "total_charge": 0, "gap_ev": 8.52, "smiles": "N/C=C(\\N)O.CCC=O", "homo_ev": -7.6, "multiplicity": 1, "species": ["C", "C", "C", "O", "H", "H", "H", "H", "H", "H", "C", "N", "N", "C", "O", "H", "H", "H", "H", "H", "H"], "coordinates": [[1.75, -0.50, 0.31], [2.24, 0.62, -0.60], [0.46, -1.26, -0.26], [0.16, -2.37, 0.16], [0.31, -0.97, -1.31], [1.62, -0.15, 1.34], [2.49, -1.30, 0.37], [2.47, 0.23, -1.59], [3.14, 1.07, -0.20], [1.49, 1.40, -0.71], [-1.68, -0.31, 0.02], [-2.18, 0.41, -1.08], [-0.67, 1.68, 0.95], [-0.97, 0.32, 1.01], [-2.30, -1.50, 0.26], [-1.61, -2.17, 0.46], [-2.75, 1.20, -0.81], [-2.71, -0.20, -1.70], [0.18, 1.94, 1.44], [-0.73, 2.06, 0.02], [-0.71, -0.20, 1.91]], "mulliken_charge": [-0.234, -1.210, 0.224, -0.714, 0.333, 0.241, 0.364, 0.375, 0.347, 0.249, 0.065, -0.613, -0.564, -0.288, -0.575, 0.398, 0.240, 0.281, 0.289, 0.263, 0.530]}

# 6
{"formula": "C3H3Cl", "method": "wB97M-V/def2-TZVPD", "e_above_lowest_ev": 1.0822, "lumo_energy_ev": 0.308, "total_charge": 0, "gap_ev": 10.64, "smiles": "C#CCCl", "homo_ev": -10.3, "multiplicity": 1, "species": ["C", "C", "C", "H", "H", "H", "Cl"], "coordinates": [[0.19, -0.58, 0.63], [-0.05, -0.06, -0.57], [-0.37, 0.64, -1.52], [1.28, -0.50, 0.79], [-0.10, -1.55, 1.01], [-0.44, 1.53, -2.42], [-0.50, 0.52, 2.07]], "mulliken_charge": [-0.452, -0.183, -0.033, 0.245, 0.333, 0.307, -0.216]}

# 7
{"formula": "H3N3O3", "method": "wB97M-V/def2-TZVPD", "e_above_lowest_ev": 0.4812, "lumo_energy_ev": 0.197, "total_charge": 0, "gap_ev": 10.68, "smiles": "O=NO.N#N.O", "homo_ev": -10.5, "multiplicity": 1, "species": ["N", "N", "N", "O", "O", "O", "H", "H", "H"], "coordinates": [[-0.84, -2.16, -0.46], [-0.38, -3.02, 0.01], [-1.50, 0.41, 0.16], [-0.86, 1.25, 1.16], [2.12, 0.73, -0.29], [-2.58, 0.76, -0.08], [1.87, -0.18, -0.45], [0.02, 1.08, 1.08], [2.15, 1.14, -1.12]], "mulliken_charge": [0.117, -0.111, 0.386, -0.400, -0.640, -0.334, 0.320, 0.346, 0.316]}

| no. | strongest force on any atom (hartree/bohr) | calculated total energy (Eh) |
| --- | --- | --- |
| 1 | 0.244 | -611.3313 |
| 2 | 0.074 | -376.1676 |
| 3 | 0.062 | -5908.4731 |
| 4 | 0.089 | -2840.5479 |
| 5 | 0.052 | -457.6521 |
| 6 | 0.124 | -576.1835 |
| 7 | 0.114 | -391.7226 |